1.
A 9-piece molecular cluster, C37H52F8O17 overall, computed with ωB97M-V/def2-TZVPD.

Values from the calculation:
- Net charge: 0
- Calculated total energy: -95756.892 eV
- E_LUMO: -0.07 eV
- Maximum force: 7.08 eV/A
- Energy above the lowest of the compared OMol25 structures with the same formula, charge and spin: 128.4 kcal/mol
- SMILES: FC(F)C(F)(F)COC(F)(F)C(F)F.O=C1CCCO1.O=C1CCCO1.O=C1CCCO1.O=C1CCCO1.O=C1CCCO1.O=C1CCCO1.O=C1CCCO1.O=C1CCCO1
- HOMO level: -0.3655 hartree

Cartesian coordinates (Å):
F  17.075330  -18.091010  -12.393130
C  16.951410  -19.012450  -11.453390
F  17.261550  -20.194950  -12.032000
C  17.835650  -18.722550  -10.215550
F  17.720600  -19.702510  -9.341130
F  17.351320  -17.640420  -9.574870
C  19.308880  -18.492980  -10.637750
O  20.169430  -18.418440  -9.475900
C  20.811780  -17.219560  -9.078800
F  21.700000  -16.871720  -10.045360
F  19.923450  -16.172250  -8.916430
C  21.513240  -17.389940  -7.788870
F  22.190920  -16.348230  -7.333420
F  20.693140  -17.890810  -6.870690
H  15.951340  -18.951800  -11.024110
H  19.378060  -17.618790  -11.285140
H  19.699540  -19.347010  -11.191020
H  22.287630  -18.153860  -7.858440
O  18.432680  -16.389280  -17.447300
C  18.697270  -15.187610  -17.161600
C  19.243210  -14.556050  -15.898130
C  18.775000  -13.136890  -15.969670
C  18.554120  -12.989150  -17.536340
O  18.371240  -14.304330  -18.035460
H  18.881700  -15.155580  -15.062690
H  20.317890  -14.584520  -16.078050
H  17.787490  -12.983500  -15.534470
H  19.496770  -12.392350  -15.633810
H  17.634840  -12.432540  -17.718570
H  19.346280  -12.427350  -18.031270
O  19.497590  -15.242290  -12.605570
C  19.828190  -14.226890  -11.953110
C  21.186760  -13.665010  -11.837120
C  21.033200  -12.923700  -10.531730
C  19.563970  -12.716660  -10.219040
O  18.942590  -13.615760  -11.135110
H  21.856480  -14.521000  -11.919850
H  21.365030  -12.960490  -12.649500
H  21.583240  -13.461020  -9.759160
H  21.565040  -11.973620  -10.582770
H  19.249710  -13.066300  -9.235640
H  19.242110  -11.715660  -10.506270
O  24.505230  -12.260740  -9.919560
C  24.468410  -13.496160  -10.068750
C  24.830700  -14.326320  -11.312110
C  25.240810  -15.636390  -10.693040
C  24.715340  -15.538810  -9.268820
O  24.475140  -14.203340  -8.987470
H  23.929970  -14.417380  -11.919140
H  25.676180  -13.917510  -11.865420
H  24.964890  -16.452990  -11.360220
H  26.321200  -15.532830  -10.793770
H  23.735900  -16.011220  -9.193880
H  25.222110  -16.118440  -8.497250
O  21.408440  -6.387860  -10.378270
C  21.153250  -7.245220  -9.514350
C  20.829250  -6.968750  -8.085920
C  19.987780  -8.171460  -7.838500
C  20.444360  -9.331950  -8.805730
O  20.974210  -8.501970  -9.869350
H  21.718550  -6.892140  -7.460330
H  20.295910  -6.020310  -8.021770
H  19.980580  -8.660200  -6.864240
H  18.970530  -7.904840  -8.125220
H  21.275210  -9.946880  -8.459850
H  19.575260  -9.974020  -8.948940
O  17.897470  -10.505260  -13.266970
C  19.040890  -10.306750  -13.640870
C  19.560550  -9.508700  -14.774450
C  21.059450  -9.232740  -14.399310
C  21.327600  -10.562410  -13.710410
O  20.033370  -10.837420  -13.085680
H  19.610160  -10.127280  -15.670550
H  18.973480  -8.613900  -14.981260
H  21.694260  -9.016600  -15.258610
H  21.325200  -8.487390  -13.649690
H  21.435490  -11.381520  -14.421410
H  22.287370  -10.723150  -13.219370
O  21.824990  -20.639470  -12.616200
C  21.472350  -19.658270  -13.204900
C  21.927100  -18.178490  -12.992030
C  21.449970  -17.532320  -14.304770
C  20.387180  -18.546760  -14.868150
O  20.559390  -19.767260  -14.203710
H  21.407860  -17.654560  -12.189550
H  23.005050  -18.329070  -12.933260
H  21.031610  -16.552410  -14.074860
H  22.398470  -17.428850  -14.831780
H  19.356300  -18.205580  -14.773320
H  20.532040  -18.519260  -15.948130
O  17.561720  -15.844270  -3.129910
C  17.422800  -15.562200  -4.318250
C  16.187960  -14.955610  -4.975250
C  16.693870  -14.687140  -6.358130
C  17.878890  -15.498190  -6.604120
O  18.283050  -15.870420  -5.304340
H  15.356700  -15.648960  -4.847320
H  15.852010  -14.029540  -4.508730
H  15.856630  -14.798970  -7.047060
H  16.853930  -13.609080  -6.341850
H  17.597110  -16.370570  -7.193730
H  18.698020  -14.921970  -7.034350
O  15.773780  -12.100030  -13.219090
C  15.507370  -13.226910  -13.435320
C  16.421620  -14.404450  -13.440410
C  15.571920  -15.426100  -14.098210
C  14.146460  -14.904740  -14.334760
O  14.192540  -13.634720  -13.703460
H  17.381650  -14.276750  -13.940550
H  16.707820  -14.768150  -12.453540
H  15.922380  -15.901000  -15.014580
H  15.448190  -16.253650  -13.399670
H  13.916790  -14.751690  -15.389240
H  13.417730  -15.510830  -13.796520

Cartesian forces, eV/Å:
F 0.4 1.2 -0.7
C -0.4 -0.4 1.4
F -0.2 0.0 0.6
C 1.9 0.6 -1.3
F -0.1 -1.4 0.5
F -0.3 0.8 -0.2
C 0.3 0.2 0.6
O 0.7 1.7 1.2
C -2.7 -0.5 -2.1
F -0.1 0.5 0.2
F 0.5 -0.6 -0.7
C 2.3 -3.5 0.9
F -0.4 1.9 0.1
F -1.2 0.6 0.8
H -0.5 -0.6 -0.5
H -0.1 0.2 0.2
H -0.3 -0.1 0.0
H 0.0 -0.3 -0.8
O 1.5 3.3 1.7
C -1.5 -5.6 -0.2
C 0.0 -1.0 -0.5
C -0.6 0.6 -1.8
C -0.4 1.2 1.2
O -0.1 2.3 -1.6
H 0.6 0.1 0.1
H 0.3 -0.3 0.7
H 0.3 0.1 0.4
H -0.2 -0.1 0.2
H 0.0 -0.1 -0.1
H 0.3 -0.5 -0.2
O 0.7 2.6 1.4
C -2.3 -3.0 -1.2
C -0.7 0.3 -0.3
C 2.5 0.9 1.3
C 0.3 -0.5 -1.1
O -0.3 -1.1 -1.1
H 0.2 0.3 0.3
H 0.0 -0.3 -0.2
H -0.3 -0.1 0.3
H -0.1 0.1 0.0
H 0.1 0.5 0.1
H -0.2 0.0 0.4
O -1.0 -2.5 -1.4
C 2.5 5.2 -0.7
C -1.3 0.6 0.5
C 1.2 0.4 -0.8
C -1.5 -3.2 -0.3
O 0.1 -0.6 1.8
H 0.2 0.2 -0.3
H -0.6 0.5 0.0
H -0.3 -0.4 0.7
H 0.3 -0.8 0.8
H -0.2 -0.2 -0.5
H 0.8 0.9 0.1
O -0.2 -2.1 2.1
C 0.6 3.7 -3.1
C 0.4 -0.2 0.2
C -0.9 -2.4 1.0
C 0.6 2.5 1.3
O -0.5 -2.1 -1.1
H 0.1 -0.1 -0.1
H 0.0 -0.2 0.0
H -0.1 0.7 0.4
H -0.2 -0.3 0.2
H 0.0 0.1 0.3
H 0.1 0.3 -1.2
O 1.5 0.6 -0.6
C -4.2 1.4 -1.3
C 1.0 2.1 -0.8
C -0.1 -0.6 0.2
C -0.4 -0.8 -2.1
O 5.0 -3.0 4.1
H -0.3 0.0 -0.1
H 0.0 -0.2 0.0
H -0.1 -0.3 -0.1
H -0.9 0.5 -0.1
H -0.3 0.0 -0.7
H -0.7 0.7 1.6
O 0.2 0.4 0.2
C -0.5 0.0 0.6
C -1.0 -1.4 -1.2
C 0.3 -0.3 1.1
C 0.4 2.5 -0.8
O 0.6 -0.1 -0.1
H 0.6 -0.7 0.4
H 0.0 0.8 0.6
H -0.1 0.0 -0.4
H -0.6 0.1 -1.1
H 0.0 0.1 0.5
H 0.1 -1.1 -0.1
O 0.3 0.6 -2.7
C -1.1 -0.6 2.1
C 0.3 -0.1 1.1
C -3.2 2.5 -0.6
C 0.3 -0.3 -0.1
O 1.5 -0.9 1.4
H 0.1 -0.3 -0.3
H 0.2 -0.2 0.3
H 0.3 -0.3 -0.5
H 0.6 0.0 -0.4
H 0.6 -0.2 0.0
H 0.0 -0.4 -0.3
O -0.2 0.9 0.2
C -0.9 -0.2 0.2
C 0.4 -0.5 -0.4
C -1.0 -3.2 -0.5
C 1.0 0.7 0.7
O 0.6 1.2 0.2
H -0.3 0.6 0.0
H -0.2 0.6 0.2
H 0.5 0.3 0.0
H 0.2 -0.2 -0.1
H -0.2 -0.2 0.1
H -0.2 0.0 -0.4



2.
A 10-piece molecular cluster, C37H52N12O3P overall, computed with ωB97M-V/def2-TZVPD.

Values from the calculation:
- Net charge: +1
- Calculated total energy: -72514.273 eV
- E_LUMO: -6.96 eV
- Maximum force: 6.48 eV/A
- Energy above the lowest of the compared OMol25 structures with the same formula, charge and spin: 91.8 kcal/mol
- HOMO level: -0.3460 hartree

Cartesian coordinates (Å):
N  -0.129649  2.594380  0.628614
C  1.281607  2.388770  0.141563
N  1.486723  2.530599  -1.237435
N  2.489418  1.983275  0.948161
P  2.324696  2.296261  2.691260
O  1.066147  1.613727  3.361156
O  3.742363  1.563652  3.467980
O  2.415450  4.037713  2.988300
H  -0.192211  3.095124  1.540184
H  -0.712824  1.730131  0.594283
H  1.798147  1.709681  -1.838305
H  1.314240  3.466013  -1.665744
H  2.830593  1.021481  0.725741
H  4.508799  2.215127  3.302292
H  3.393620  4.205185  3.189272
N  5.150602  -1.760165  1.366962
C  4.638392  -1.365458  2.575426
C  5.663399  -1.372587  3.494942
C  6.836316  -1.780274  2.815754
C  6.491404  -2.010220  1.502705
H  4.622158  -1.851686  0.509056
H  3.590880  -1.115510  2.677688
H  5.576059  -1.111135  4.541529
H  7.826150  -1.893276  3.238771
H  7.083456  -2.330790  0.655902
N  9.616079  -2.993170  -0.593040
C  10.393599  -2.441655  -1.577841
C  10.180194  -3.153304  -2.737243
C  9.236270  -4.165975  -2.442718
C  8.902856  -4.042052  -1.112525
H  9.574371  -2.675363  0.366590
H  11.031649  -1.593307  -1.369484
H  10.652365  -2.962832  -3.692285
H  8.841684  -4.905557  -3.127410
H  8.221943  -4.609778  -0.492518
N  -2.515160  2.106690  -1.568986
C  -2.549568  2.372557  -2.913110
C  -3.810723  2.068610  -3.374960
C  -4.565226  1.608822  -2.269265
C  -3.741523  1.645457  -1.166492
H  -1.711011  2.232102  -0.967947
H  -1.675586  2.752739  -3.424803
H  -4.150935  2.168493  -4.397509
H  -5.598405  1.286377  -2.276535
H  -3.922219  1.382252  -0.132840
N  -2.790226  -1.320723  -3.577917
C  -3.930467  -1.809459  -2.995228
C  -3.984588  -3.164150  -3.236228
C  -2.833419  -3.505431  -3.985612
C  -2.112175  -2.348692  -4.179773
H  -2.494832  -0.353144  -3.565023
H  -4.604725  -1.152935  -2.461780
H  -4.767888  -3.834394  -2.906768
H  -2.559662  -4.489205  -4.344401
H  -1.177664  -2.169340  -4.694444
N  -5.333137  1.773411  2.721515
C  -6.425420  2.538783  3.037203
C  -5.998748  3.835584  3.217377
C  -4.600808  3.854024  2.996784
C  -4.216732  2.567965  2.689422
H  -5.348571  0.778247  2.539738
H  -7.409884  2.096027  3.107981
H  -6.626707  4.677580  3.478219
H  -3.944993  4.713084  3.055159
H  -3.246954  2.151089  2.452544
N  -3.642664  5.468950  -1.187218
C  -4.734948  6.234323  -0.871530
C  -4.308276  7.531123  -0.691356
C  -2.910335  7.549564  -0.911950
C  -2.526260  6.263504  -1.219311
H  -3.658098  4.473786  -1.368995
H  -5.719411  5.791566  -0.800752
H  -4.936235  8.373119  -0.430513
H  -2.254521  8.408623  -0.853573
H  -1.556482  5.846629  -1.456189
N  6.954982  -5.537400  -5.436081
C  5.858272  -5.540563  -4.614037
C  4.906237  -6.360408  -5.177670
C  5.450210  -6.874434  -6.378966
C  6.717260  -6.352194  -6.512325
H  7.806772  -5.016184  -5.273538
H  5.848611  -4.959476  -3.701645
H  3.926317  -6.566975  -4.767285
H  4.969676  -7.553051  -7.071822
H  7.467547  -6.489237  -7.279562
N  -5.649044  5.461522  8.542326
C  -4.297011  5.626311  8.389394
C  -3.970732  5.288162  7.095022
C  -5.169092  4.911837  6.442677
C  -6.190075  5.031054  7.358819
H  -6.166705  5.631812  9.394771
H  -3.684244  5.967642  9.212937
H  -2.977149  5.311292  6.666551
H  -5.275900  4.589276  5.415045
H  -7.252235  4.845649  7.270468
N  -3.179914  -5.883625  -1.115437
C  -4.503448  -6.239637  -1.108333
C  -4.624073  -7.415725  -0.402311
C  -3.328449  -7.778662  0.036868
C  -2.456493  -6.813552  -0.415007
H  -2.797046  -5.062709  -1.566148
H  -5.243915  -5.628109  -1.606284
H  -5.545824  -7.953478  -0.221954
H  -3.060446  -8.649868  0.620525
H  -1.385847  -6.709903  -0.299515

Cartesian forces, eV/Å:
N 4.1 1.1 -0.1
C -0.4 -1.2 -0.5
N -0.5 -1.2 1.7
N -3.5 1.2 -0.1
P -1.8 -2.1 5.9
O 4.4 3.0 -3.3
O -1.7 3.8 -3.0
O 1.8 -4.1 -1.1
H 0.0 -1.0 -0.6
H 0.9 0.7 -0.1
H 0.3 1.8 1.2
H -0.8 -1.4 0.3
H 0.1 1.0 0.0
H -1.1 -1.7 0.5
H -1.8 0.1 -0.3
N 0.0 0.1 -0.2
C 0.0 0.1 0.1
C -0.4 0.2 0.0
C 0.1 -0.1 -0.4
C 0.2 0.0 0.0
H 0.3 -0.1 0.3
H 0.1 -0.1 0.1
H 0.0 -0.1 -0.2
H -0.2 0.0 -0.1
H -0.1 0.0 0.1
N -0.1 0.1 0.0
C 0.1 0.0 -0.1
C 0.2 0.4 0.1
C -0.3 -0.1 0.2
C -0.1 -0.1 0.0
H 0.1 -0.2 -0.4
H -0.1 -0.2 -0.1
H -0.1 0.0 0.2
H 0.1 0.0 0.2
H 0.1 0.0 -0.1
N 0.1 0.0 0.2
C 0.1 0.0 -0.4
C 0.4 0.1 -0.2
C 0.0 0.0 0.5
C -0.2 -0.1 0.1
H -0.5 0.2 -0.4
H -0.2 0.0 0.0
H 0.1 0.0 0.2
H 0.2 0.1 0.0
H -0.1 0.1 -0.2
N 0.0 -0.1 0.1
C -0.1 0.0 0.1
C -0.2 0.3 0.2
C 0.4 0.0 -0.1
C 0.1 -0.1 0.0
H -0.2 -0.2 0.0
H 0.1 -0.2 -0.1
H 0.1 0.2 -0.1
H -0.1 0.2 0.0
H -0.2 -0.1 0.0
N 0.0 -0.1 -0.1
C 0.0 0.1 0.0
C -0.4 -0.3 -0.2
C 0.4 -0.2 -0.2
C 0.0 0.1 0.0
H 0.0 0.4 0.1
H 0.2 0.1 0.0
H 0.1 -0.2 -0.1
H -0.1 -0.1 0.0
H -0.1 0.0 0.1
N -0.1 0.0 0.0
C 0.0 0.0 0.0
C -0.3 -0.2 0.0
C 0.4 -0.1 -0.1
C 0.0 0.0 0.1
H -0.1 0.3 0.0
H 0.2 0.1 0.0
H 0.1 -0.2 -0.1
H -0.1 -0.1 0.0
H -0.1 0.1 0.0
N 0.0 0.0 0.0
C -0.1 0.0 0.0
C 0.1 0.2 0.3
C 0.3 0.0 -0.3
C -0.1 0.0 -0.1
H -0.3 -0.2 -0.1
H 0.0 -0.1 -0.1
H 0.2 0.0 -0.1
H 0.1 0.1 0.1
H -0.2 0.0 0.1
N 0.0 0.0 0.0
C 0.1 0.0 0.0
C 0.1 0.1 0.4
C -0.4 0.0 0.0
C 0.0 0.0 -0.1
H 0.2 -0.1 -0.3
H -0.1 -0.1 -0.2
H -0.2 0.0 0.1
H 0.0 0.1 0.3
H 0.2 0.0 0.0
N 0.0 0.0 0.1
C 0.0 0.0 0.0
C -0.2 0.3 -0.2
C 0.4 0.1 0.0
C 0.0 -0.1 0.0
H -0.2 -0.2 0.1
H 0.1 -0.2 0.1
H 0.2 0.1 0.0
H 0.0 0.2 -0.1
H -0.2 -0.1 0.0